1.
# CH3FO2S

CH3FO2S in the gas phase (ωB97M-V with the def2-TZVPD basis set, the OMol25 dataset).

Computed properties:
Charge   0
SMILES   CS(=O)(=O)F
Molar mass   98.1 Da
ΔE to the lowest compared entry with this formula, charge and spin   0.0 kcal/mol
Largest force on an atom   2.7 eV/Å
HOMO energy   -11.992 eV

```
8
Properties=species:S:1:pos:R:3:forces:R:3
C 0.885 -0.005 0.035 0.69 2.49 -0.69
O -1.297 -0.633 1.237 0.19 0.81 -0.67
O -1.324 -0.714 -1.201 -0.09 0.19 -1.23
F -1.099 1.474 -0.082 -0.10 -1.52 0.08
S -0.819 -0.138 -0.022 -1.42 -0.10 2.28
H 1.026 0.933 -0.647 0.66 -1.48 1.88
H 1.233 -0.117 1.070 -0.27 1.36 -0.14
H 1.396 -0.801 -0.389 0.34 -1.75 -1.52
```
Forces are in eV/Å.

Atomic partial charges in e from the Mulliken method, atoms 1 to 4: atom 1 (C): -0.775, atom 2 (O): -0.550, atom 3 (O): -0.513, atom 4 (F): -0.260



2.
# C4H5I

C4H5I in the gas phase (ωB97M-V with the def2-TZVPD basis set, the OMol25 dataset).

Computed properties:
Charge   0
Molar mass   180.0 Da
ΔE to the lowest compared entry with this formula, charge and spin   70.7 kcal/mol
Largest force on an atom   3.8 eV/Å
HOMO energy   -8.606 eV

```
10
Properties=species:S:1:pos:R:3:forces:R:3
C 0.832 -0.093 0.097 1.26 -1.19 -0.55
C 1.564 1.024 -0.126 0.12 2.64 -0.48
C 3.064 1.472 0.043 -2.59 -1.46 -0.19
C -0.726 -0.268 -0.038 3.23 -0.86 1.76
I 4.389 -0.158 0.014 -0.32 0.12 0.03
H 1.522 -0.953 0.329 -1.21 0.42 0.09
H 0.979 1.972 -0.440 0.87 -1.42 0.59
H -1.056 0.500 0.592 -1.13 0.83 1.31
H -1.051 0.018 -0.967 -0.59 0.41 -2.57
H -1.111 -1.261 0.236 0.36 0.50 0.01
```
Forces are in eV/Å.

Atomic partial charges in e from the Mulliken method, atoms 1 to 4: atom 1 (C): 0.313, atom 2 (C): -0.257, atom 3 (C): -0.395, atom 4 (C): -1.055



3.
# C32H25ClINaO7Te

A molecular structure, C32H25ClINaO7Te (ωB97M-V with the def2-TZVPD basis set, the OMol25 dataset).

Computed properties:
Charge   -2
Molar mass   834.5 Da
ΔE to the lowest compared entry with this formula, charge and spin   21.7 kcal/mol
Largest force on an atom   3.6 eV/Å
HOMO energy   -1.438 eV

```
68
Properties=species:S:1:pos:R:3:forces:R:3
Na 1.217 -0.816 0.291 0.22 0.49 0.26
O 0.640 2.469 0.578 1.37 -0.07 -0.44
C -0.512 2.739 -0.193 -0.85 -1.55 -0.20
C -1.392 1.379 -0.321 1.24 -0.05 0.79
O -2.613 1.381 -0.179 -0.79 1.01 -0.49
O -0.707 0.333 -0.408 0.83 -0.66 -0.57
C -0.099 3.250 -1.605 -0.79 1.68 1.62
C -0.097 2.506 -2.757 0.51 -1.46 -0.63
C 0.592 2.984 -3.880 -0.55 0.35 0.09
C 1.040 4.297 -3.952 -0.51 -1.74 0.77
C 0.933 5.082 -2.823 -0.84 -0.47 -0.27
C 0.332 4.598 -1.683 0.43 -0.04 1.09
C -1.378 3.640 0.701 0.72 0.87 -1.35
C -2.044 4.719 0.121 -0.79 -0.54 -0.44
C -2.670 5.628 0.979 0.41 -0.70 -0.85
C -2.723 5.405 2.322 -0.29 -0.15 2.47
C -2.100 4.287 2.924 0.17 0.52 -1.18
C -1.365 3.459 2.088 0.81 -0.83 0.22
H 1.513 2.198 0.115 -1.91 0.33 0.31
H -0.535 1.483 -2.820 0.56 0.84 0.44
H 0.771 2.316 -4.704 -0.23 -0.11 -0.31
H 1.403 4.628 -4.883 0.77 0.63 -0.81
H 1.234 6.079 -2.901 0.45 1.53 0.18
H 0.218 5.281 -0.798 0.30 -0.97 -0.93
H -2.181 4.777 -1.012 0.52 0.15 1.85
H -3.048 6.517 0.557 -0.78 0.93 -0.33
H -3.253 6.087 3.022 0.37 -0.25 -0.78
H -2.113 4.143 4.000 -0.06 0.01 -0.16
H -0.682 2.656 2.460 -0.92 0.71 -0.17
I 1.072 -3.806 1.534 0.24 0.13 -0.08
C 2.888 -3.672 2.591 1.18 -1.55 0.78
C 3.465 -4.885 3.022 -0.85 0.04 -0.94
C 4.520 -4.963 3.938 0.09 1.94 0.62
C 4.969 -3.754 4.488 0.37 -1.05 -1.05
C 4.513 -2.514 3.976 0.34 -0.63 0.30
C 5.133 -1.318 4.469 -0.20 -0.33 -0.46
C 4.706 -0.142 3.940 0.29 1.27 -0.55
C 3.630 -0.064 3.005 0.68 0.63 0.80
C 2.975 -1.172 2.602 -1.92 -0.42 -2.39
C 3.463 -2.444 2.955 0.61 0.52 2.31
H 3.089 -5.809 2.589 -0.15 0.09 0.18
H 4.964 -5.893 4.270 -0.19 -0.12 -0.19
H 5.831 -3.791 5.168 -0.46 0.23 -0.02
H 5.985 -1.369 5.167 -0.51 -0.09 -0.33
H 5.240 0.797 4.131 -0.11 -0.29 0.36
H 3.329 0.931 2.628 0.23 -0.51 0.31
C -4.076 -3.442 -0.184 0.71 -0.54 0.63
Te -2.965 -1.543 -0.116 -0.40 -0.94 -0.66
C -2.912 -1.871 -2.298 1.01 0.28 0.43
C -3.505 -3.216 -2.644 -0.34 0.59 0.63
C -3.617 -3.630 -3.971 -1.02 -1.10 0.30
C -4.445 -4.730 -4.282 0.42 0.24 -0.07
C -4.999 -5.514 -3.262 -0.43 0.12 0.15
C -4.776 -5.132 -1.936 0.35 -0.46 -0.21
C -4.086 -3.967 -1.603 -0.22 0.12 -0.29
H -5.077 -3.352 0.224 -0.41 0.34 -0.33
H -3.628 -4.158 0.539 0.18 0.21 -0.65
H -1.856 -1.824 -2.624 -0.48 0.17 0.17
H -3.461 -1.036 -2.737 0.06 -0.22 -0.13
H -3.141 -3.114 -4.794 0.00 0.32 0.14
H -4.627 -4.906 -5.347 0.01 -0.31 0.42
H -5.692 -6.374 -3.423 0.85 0.72 -0.23
H -5.083 -5.803 -1.137 -0.32 0.25 -0.04
O 3.032 1.459 -0.013 1.05 -1.07 -1.13
Cl 3.607 0.807 -1.237 -3.18 -1.37 1.01
O 4.986 0.503 -1.028 -0.01 0.21 -0.21
O 3.341 1.681 -2.331 0.75 0.35 -0.58
O 2.823 -0.471 -1.505 1.42 1.82 0.81
```
Forces are in eV/Å.

Atomic partial charges in e from the Mulliken method, atoms 1 to 4: atom 1 (Na): 0.612, atom 2 (O): -0.574, atom 3 (C): 2.613, atom 4 (C): -0.227



4.
# C3H8O

2 unconnected molecules or ions with the total composition C3H8O (ωB97M-V with the def2-TZVPD basis set, the OMol25 dataset).

Computed properties:
Spin multiplicity   2
Charge   +1
Molar mass   60.1 Da
ΔE to the lowest compared entry with this formula, charge and spin   27.5 kcal/mol
Largest force on an atom   5.9 eV/Å
HOMO energy (spin up / spin down)   -16.387 / -16.384 eV

```
12
Properties=species:S:1:pos:R:3:forces:R:3
C 1.602 -1.831 -0.911 -0.45 -0.24 -1.27
H 1.726 -2.544 -1.794 0.20 1.13 1.04
H 2.613 -1.458 -0.550 -1.45 -0.95 -0.04
H 0.912 -2.436 -0.231 1.27 1.28 -0.34
H 1.075 -0.913 -1.342 0.54 -1.35 0.53
C -0.077 1.774 0.861 2.06 0.69 2.92
C -0.474 0.805 -0.005 -1.74 -4.42 -3.51
O -1.389 -0.148 0.367 1.70 3.36 0.60
H 0.824 2.485 0.695 -2.03 -1.16 -0.07
H -0.401 1.559 1.911 0.09 0.85 -0.82
H 0.011 0.619 -1.030 -1.07 0.73 1.49
H -1.962 -0.618 -0.270 0.88 0.08 -0.53
```
Forces are in eV/Å.

Atomic partial charges in e from the Mulliken method, atoms 1 to 4: atom 1 (C): -0.618, atom 2 (H): 0.292, atom 3 (H): 0.249, atom 4 (H): 0.234



Among the records above, which one has the lowest largest force on an atom? CH3FO2S